A structure of composition C5H13N3. Source: OMol25; level of theory: ωB97M-V/def2-TZVPD.

XYZ file:
```
21
C5H13N3 ωB97M-V/def2-TZVPD
H 0.907 1.108 -1.350
C 0.692 -1.098 -0.401
H -2.755 1.159 -0.816
H 3.127 -0.688 -2.270
H -0.064 -1.156 1.783
H 0.655 -3.126 0.449
C 2.862 -0.271 -1.288
N -2.797 1.983 1.383
H 1.014 -1.887 -1.047
N -2.128 1.205 -0.115
H 1.727 0.830 0.133
H -1.771 2.756 1.884
C -1.034 0.351 0.277
C 1.521 0.162 -0.814
H -0.377 0.632 1.176
C 1.062 -1.810 0.908
H 3.663 -0.539 -0.597
H 3.379 0.534 -1.824
N -0.691 -0.758 -0.298
H -3.289 1.028 2.264
H 2.476 -1.669 1.334
```

Results
Relative energy (zero: lowest compared OMol25 entry of this formula, charge and spin) = 1333.8 kJ/mol
LUMO energy = -0.31 eV


An isolated molecule of CH2NO2P. Source: OMol25; level of theory: ωB97M-V/def2-TZVPD.

XYZ file:
```
7
CH2NO2P ωB97M-V/def2-TZVPD
N -0.028 -0.462 -0.436
O -0.136 0.606 1.739
P 0.040 -0.221 -1.998
H 0.015 -1.689 -2.451
O -0.574 -0.323 2.592
C 0.113 0.592 0.507
H 0.571 1.497 0.047
```

Results
Relative energy (zero: lowest compared OMol25 entry of this formula, charge and spin) = 657.7 kJ/mol
LUMO energy (alpha / beta) = -2.15 / -2.15 eV


A structure of composition C39H38HfN10O3S. Source: OMol25; level of theory: ωB97M-V/def2-TZVPD.

XYZ file:
```
92
C39H38HfN10O3S ωB97M-V/def2-TZVPD
N -0.145 -0.068 3.850
H 2.025 0.075 -6.168
C 1.173 -3.132 0.829
H 1.076 2.458 0.182
H 3.594 1.243 -2.718
H 1.799 5.288 3.324
H 1.782 4.738 0.885
C 1.633 -4.337 -0.947
N 1.331 -3.157 2.258
C -3.978 3.112 1.436
C 2.422 -3.266 -0.080
H 3.246 -3.736 0.455
C 2.022 -1.076 -1.092
C 0.550 -1.243 -0.819
C -1.979 1.091 1.458
C -1.522 0.631 -3.741
H 3.988 -0.492 -2.735
N -1.606 1.689 -0.939
C 1.137 3.329 3.888
C -0.999 0.327 -5.003
C 1.144 0.689 -6.003
C -2.771 1.374 2.589
C 2.084 -2.173 2.849
H 1.443 1.664 -5.612
N -0.543 -1.003 4.726
N -1.571 -2.975 5.081
C 2.827 -2.433 4.006
C -3.711 0.805 -4.711
H 0.422 -2.769 -3.785
O 0.335 0.002 -5.042
H 0.620 0.832 -6.946
C 2.893 -2.012 -0.738
H -4.178 5.348 -0.245
C 1.404 -3.992 -2.383
H -1.976 2.316 -1.644
N 2.071 -0.960 2.256
H -4.261 4.952 -1.975
H 0.387 1.181 5.402
H 1.391 -4.073 2.672
H -0.050 -5.080 0.388
C -2.243 1.861 0.320
N -0.088 0.016 -0.479
H 2.081 -5.324 -0.855
C 2.975 -0.056 2.697
C -4.346 4.551 -0.971
S -1.835 -2.128 2.601
C 0.406 -4.180 -0.013
C 1.492 4.005 1.623
H 4.255 0.471 -1.256
C -0.236 -2.277 -1.730
H 1.966 -4.546 -3.124
H -1.597 -3.186 -0.177
H 2.746 -3.398 4.490
H -2.245 -3.668 4.805
H -1.125 -1.852 -2.186
C -3.754 2.344 2.573
C 3.782 -0.255 3.785
Hf -0.242 -0.236 1.668
H 0.310 0.206 -2.980
H 3.955 -1.912 -0.923
C 1.506 4.305 2.980
N 0.229 -2.063 0.403
C -2.887 0.848 -3.595
C 0.756 2.077 3.420
C -3.185 0.529 -5.962
C -1.258 -1.997 4.224
H -3.323 1.033 -2.623
C -1.829 0.274 -6.107
C 0.332 1.032 4.329
C -0.771 0.736 -1.357
C 1.102 2.740 1.228
H -4.772 0.975 -4.596
O -3.343 3.543 -0.870
H 4.253 -1.632 5.379
H -5.342 4.126 -0.831
C -0.548 -3.050 -0.429
O 2.266 0.094 -1.721
H 1.132 3.527 4.951
C 0.564 -3.030 -2.743
H -3.831 0.495 -6.828
N 0.743 1.791 2.097
H 3.030 0.865 2.135
H 4.492 0.500 4.090
H -4.756 3.862 1.435
H -4.364 2.510 3.452
H -2.643 0.796 3.497
C 3.610 0.332 -2.128
C 3.664 -1.458 4.489
H -1.368 -2.855 6.061
C -3.218 2.878 0.307
H -1.427 0.018 -7.079
N -0.579 0.594 -2.684
```

Results
Charge = +2
LUMO energy = -6.05 eV


An isolated molecule of C5H7FS2. Source: OMol25; level of theory: ωB97M-V/def2-TZVPD.

XYZ file:
```
15
C5H7FS2 ωB97M-V/def2-TZVPD
C -2.207 -0.408 -0.227
H 0.966 1.926 -0.254
H -0.597 1.839 0.758
H 1.362 -1.724 -0.566
H 2.125 -0.136 -0.937
H 2.193 -0.887 0.689
C 1.595 -0.733 -0.182
F 1.047 1.484 1.712
C 0.273 -0.115 0.275
S -0.630 -0.502 -2.345
S -2.721 -1.465 0.877
C 0.379 1.360 0.519
H -2.871 0.260 -0.769
H -0.089 -0.592 1.189
C -0.826 -0.306 -0.738
```

Results
Relative energy (zero: lowest compared OMol25 entry of this formula, charge and spin) = 100.1 kJ/mol
Structure (SMILES) = C[C@@H](CF)C(=S)C=S
LUMO energy = -1.50 eV


> Which formula does entry 1 have?

C5H13N3